[1]
47
Properties=species:S:1:pos:R:3:forces:R:3:lowdin_spin:R:1 method="wB97M-V/def2-TZVPD" orbital_gap_ev="9.79 / 3.29" charge=+2 e_homo_ev="-15.1 / -15.1" s_squared=0.755 spin_multiplicity=2
O 1.7537 3.7802 2.9046 -1.2 0.2 1.8 0.00
H 2.0982 3.1924 2.2282 1.2 -1.1 -2.0 0.00
H 2.4301 4.3410 3.2915 0.8 0.4 0.2 0.00
H 1.1381 4.3217 2.4051 -0.7 0.7 -0.5 0.00
O 1.6097 0.3392 -0.3086 1.8 -0.8 -0.5 0.00
H 1.7132 1.2501 -0.0238 0.6 2.2 0.7 0.00
H 1.3841 -0.2411 0.4222 -0.8 -0.7 1.2 0.00
H 1.0104 0.2931 -1.0572 -1.8 -0.6 -1.4 0.00
B 2.4428 3.1185 0.1287 0.5 -0.1 -0.2 0.00
H 1.6055 2.6460 0.6184 -4.2 -1.6 2.4 0.00
H 2.7945 3.9867 0.6643 1.4 3.2 2.0 0.00
H 3.1506 2.3048 0.0942 3.3 -2.7 0.0 0.00
H 2.1611 3.3384 -0.8894 -1.3 1.0 -3.6 0.00
C 1.2806 -3.0493 0.4517 -0.7 -1.3 0.6 0.01
C 0.0628 -2.3260 0.9451 -0.1 2.1 -1.2 0.08
C -1.0457 -3.0612 1.7273 0.1 -2.9 2.3 0.08
O -1.8969 -3.9170 0.9658 0.5 1.1 0.3 0.60
C -1.7668 -5.3393 1.0147 -1.2 0.3 0.0 0.07
N 0.5149 -1.1992 1.7428 -0.8 -0.1 0.2 0.06
H 1.7139 -3.5244 1.3318 0.4 -0.3 -0.1 0.00
H 2.0250 -2.3780 0.0234 -0.3 0.0 -0.1 0.00
H 0.9659 -3.8155 -0.2569 0.4 0.0 -0.1 0.00
H -0.5413 -1.9545 0.1174 0.3 0.6 -0.4 0.00
H -1.6061 -2.4528 2.4371 -0.9 0.9 -1.3 0.02
H -0.5791 -3.6566 2.5121 0.6 -0.8 -0.3 0.01
H -2.6126 -5.7429 0.4581 0.5 0.1 -0.7 0.00
H -2.0696 -5.5925 2.0307 0.7 -0.2 0.7 0.04
H -0.7758 -5.6857 0.7215 0.1 0.0 0.2 0.03
H -0.2851 -0.7073 2.1146 -0.2 0.6 -0.2 0.00
H 1.0108 -1.4741 2.5786 0.6 -0.4 0.0 0.00
C -0.8979 1.7480 -4.0047 -1.4 1.7 -0.2 0.00
C -0.4507 1.4674 -2.5946 -0.1 0.7 0.4 0.00
C -1.5847 1.6986 -1.4933 1.1 0.2 -0.8 0.00
O -1.0472 1.3811 -0.1955 0.2 0.3 -2.0 0.00
C -1.9655 1.4868 0.8436 0.7 -1.3 0.6 0.00
N -0.0306 0.0709 -2.5767 -0.1 -0.6 1.7 0.00
H -1.1000 2.8002 -4.2049 0.4 0.4 0.2 0.00
H -1.9188 1.3836 -4.1195 0.1 -0.8 -0.4 0.00
H -0.2254 1.4338 -4.8029 0.0 -0.4 0.3 0.00
H 0.3966 2.1048 -2.3421 0.1 0.1 0.2 0.00
H -2.4989 1.1722 -1.7676 0.1 -1.0 0.2 0.00
H -1.9720 2.7175 -1.4858 0.6 0.5 -0.1 0.00
H -2.4952 2.4374 0.9057 -0.1 -0.2 0.0 0.00
H -1.3340 1.2810 1.7079 -0.1 0.7 0.6 0.00
H -2.5686 0.5792 0.8197 -1.1 0.4 -0.1 0.00
H -0.8143 -0.3879 -3.0186 0.2 -0.9 0.0 0.00
H 0.8204 -0.1693 -3.0648 -0.1 0.5 -0.6 0.00

[2]
65
Properties=species:S:1:pos:R:3:forces:R:3:lowdin_spin:R:1 method="wB97M-V/def2-TZVPD" orbital_gap_ev="3.92 / 8.93" charge=+1 e_homo_ev="-5.5 / -10.6" s_squared=0.750 spin_multiplicity=2
Be -0.0278 0.1963 0.1548 -0.1 0.1 0.3 0.39
C -0.3574 -1.0734 -3.2999 -0.7 -0.5 0.6 0.01
O -0.1290 -0.6610 -2.2033 -0.4 0.5 1.9 0.07
N -1.4393 -1.7498 -3.7130 -2.5 -1.2 -0.2 0.00
N 0.4862 -0.9468 -4.2855 2.7 0.7 -2.4 0.00
H -1.4026 -2.1607 -4.6350 -0.3 -0.1 0.4 0.00
H -2.0774 -2.1655 -3.0496 0.3 0.1 -0.3 0.00
H 0.1904 -1.1589 -5.2276 0.7 0.4 0.1 0.00
H 1.3103 -0.4185 -4.0371 0.0 0.1 -0.7 0.00
C 3.4170 -0.2778 -1.3367 -5.2 2.5 3.8 0.01
O 2.3795 -0.2448 -0.6021 2.5 -1.2 -1.8 0.06
N 3.7309 -0.9907 -2.3530 0.8 -3.9 -3.6 0.00
N 4.2714 0.7215 -1.2635 1.8 2.8 1.7 0.00
H 4.6595 -0.7563 -2.6737 -0.5 -0.9 -0.8 0.00
H 3.1869 -1.7385 -2.7593 0.3 0.1 0.4 0.00
H 5.1457 0.7376 -1.7688 -0.3 0.5 0.4 0.00
H 3.9184 1.4778 -0.6947 0.7 0.1 0.0 0.00
C -3.4097 0.3393 -0.3571 1.7 2.5 2.2 0.01
O -2.3406 0.8757 -0.2995 2.7 2.5 0.0 0.08
N -3.5053 -0.7343 -1.0159 -1.6 -6.4 -4.1 0.00
N -4.4433 0.7608 0.3434 -2.3 0.4 0.8 0.00
H -2.7517 -1.0356 -1.6172 0.1 0.6 0.5 0.00
H -4.3117 -1.3411 -1.0546 0.0 0.4 0.2 0.00
H -5.3279 0.3033 0.1753 0.0 0.6 0.6 0.00
H -4.2823 1.5196 0.9903 -0.4 -0.3 -0.3 0.00
C 1.9123 -0.4280 3.3747 -5.1 2.2 -4.7 0.00
O 1.4310 -0.0986 2.2680 1.2 -0.4 0.6 0.06
N 3.0174 -1.0025 3.5500 5.9 -2.5 -0.5 0.00
N 1.2026 -0.2940 4.4365 -2.6 0.8 4.6 0.00
H 3.3916 -1.2264 4.4610 0.2 -0.2 -0.6 0.00
H 3.4647 -1.1665 2.6594 0.8 -0.1 0.5 0.00
H 0.2086 -0.1270 4.3721 0.4 0.3 0.0 0.00
H 1.6621 -0.4138 5.3279 -0.7 0.0 0.1 0.00
C 0.4751 3.3236 -1.7528 0.9 -1.5 2.6 0.01
O 0.6485 2.2286 -1.2189 0.1 0.3 -0.6 0.07
N -0.1578 3.5921 -2.8303 -3.3 -2.0 -5.3 0.00
N 0.8678 4.4580 -1.2616 3.0 3.7 4.1 0.00
H -0.4259 4.5068 -3.1643 0.0 -0.5 0.3 0.00
H -0.6567 2.7615 -3.1152 -0.3 0.4 -0.8 0.00
H 0.8384 5.3688 -1.6971 -0.2 -0.5 -0.1 0.00
H 1.3408 4.4312 -0.3696 -0.1 0.1 -0.3 0.00
C -0.5978 3.6413 2.0781 -0.9 -0.7 -0.6 0.00
O -0.5389 2.4868 1.6854 -0.1 0.8 0.5 0.04
N 0.4065 4.5119 2.1363 2.6 0.4 -0.5 0.00
N -1.7101 4.3061 2.4587 -2.9 -0.4 0.7 0.00
H 0.3034 5.3653 2.6665 0.6 -0.3 -0.3 0.00
H 1.2643 4.1702 1.7271 0.1 0.5 0.7 0.00
H -2.5824 3.7992 2.5041 0.3 0.1 0.0 0.00
H -1.7737 5.2924 2.6668 0.3 -0.4 -0.2 0.00
C 0.7740 -3.4342 -0.5089 1.2 2.8 1.3 0.01
O 0.4140 -2.3555 -0.0638 -0.4 0.0 0.6 0.05
N 0.0881 -4.1017 -1.3887 -3.5 -1.7 -2.5 0.00
N 1.9252 -3.9817 -0.2252 2.0 -0.6 1.1 0.00
H 0.0068 -5.0867 -1.1806 -0.1 -0.1 -0.4 0.00
H -0.7965 -3.6145 -1.4037 -0.5 -0.5 -0.7 0.00
H 2.3317 -3.5404 0.5873 0.8 -0.6 -0.2 0.00
H 2.1544 -4.8481 -0.6909 0.6 0.2 0.7 0.00
C -1.9140 -1.8064 2.2438 -0.1 3.8 -1.5 0.01
O -1.3815 -0.7792 1.8750 1.0 1.5 0.5 0.08
N -1.6989 -2.9378 1.6943 1.3 -5.4 -1.7 0.00
N -2.9894 -1.8613 2.9872 -2.6 -0.1 2.8 0.00
H -2.0862 -3.7301 2.1865 0.6 -0.3 -0.6 0.00
H -0.9652 -3.0276 1.0060 0.2 0.2 0.2 0.00
H -3.4195 -2.7748 2.9630 -0.7 0.8 0.8 0.00
H -3.3249 -1.0849 3.5391 0.1 -0.4 -0.2 0.00

[3]
61
Properties=species:S:1:pos:R:3:forces:R:3:nbo_charge:R:1 method="wB97M-V/def2-TZVPD" orbital_gap_ev=2.47 charge=+1 e_homo_ev=-10.1
Ca -2.8425 3.6588 -4.5486 0.3 -0.4 0.8 1.67
N -0.0294 0.1916 -0.7250 -2.3 -0.7 1.6 0.71
O 1.1177 0.3936 -0.4311 1.8 -0.1 0.4 -0.42
O -0.5327 0.7970 -1.6720 -0.6 1.0 -1.9 -0.50
O -0.7910 -0.5459 -0.0471 0.9 0.2 -0.4 -0.47
C 6.2886 4.0566 2.6373 -1.1 0.7 -0.9 -0.24
O 6.0979 2.8715 1.9323 0.8 -1.6 -1.1 -0.74
H 7.2865 4.0891 3.0746 -0.5 -0.4 0.8 0.19
H 6.2968 4.8925 1.9378 0.0 0.3 -0.2 0.15
H 5.3684 4.1799 3.2084 0.7 0.5 1.1 0.17
H 5.1960 2.5432 1.9137 0.1 0.4 0.3 0.47
C 0.3750 -0.3806 5.8040 -0.3 1.0 1.2 -0.26
O 0.8242 0.4469 6.9596 -0.4 -1.1 -1.7 -0.73
H -0.3452 0.1934 5.2209 0.1 0.2 0.2 0.18
H 1.1633 -0.6740 5.1109 0.3 -0.1 0.4 0.17
H -0.1706 -1.2308 6.2134 0.2 -0.2 -0.3 0.17
H 1.0951 -0.2079 7.6073 0.1 0.2 0.2 0.46
C -2.0667 5.3883 1.1111 0.3 -0.7 0.3 -0.25
O -2.5960 5.5819 -0.1801 0.0 0.2 -1.5 -0.76
H -0.9782 5.3553 1.0624 0.0 0.5 -0.2 0.18
H -2.3841 6.1465 1.8270 0.0 -0.2 0.0 0.18
H -2.3012 4.3681 1.4150 -0.5 0.1 0.5 0.18
H -3.3934 6.1139 -0.2323 0.1 0.0 0.7 0.47
C -3.1891 -6.1880 1.5877 0.3 2.2 0.6 -0.25
O -3.7341 -4.8946 1.9871 -0.1 -0.3 -0.3 -0.73
H -3.6440 -6.8834 2.2931 0.2 -0.4 -0.7 0.20
H -3.3241 -6.3013 0.5120 -0.4 -0.7 0.2 0.17
H -2.1208 -6.0428 1.7484 0.2 -1.0 0.1 0.16
H -3.0840 -4.2543 1.6890 -0.2 0.3 0.0 0.46
C -0.7642 -4.0893 -4.4649 -2.9 0.6 -0.4 0.74
O -1.9309 -3.7613 -4.4634 -1.2 0.9 -0.1 -0.68
N 0.2621 -3.4130 -4.8326 3.9 3.8 -1.2 -0.81
N -0.3919 -5.2896 -4.1994 -0.4 -6.4 2.0 -0.83
H 1.1157 -3.8220 -4.4802 0.3 1.0 -0.5 0.38
H 0.1963 -2.4331 -5.0687 0.2 -0.3 0.4 0.40
H 0.5263 -5.6947 -4.0861 -0.2 0.5 -0.2 0.39
H -1.1690 -5.9145 -4.0393 0.3 -0.1 0.2 0.40
C -7.0909 1.1499 -0.9589 1.2 1.0 -1.1 0.75
O -6.5105 1.9042 -1.7104 1.6 1.4 -1.3 -0.74
N -6.5285 0.2231 -0.2513 2.8 -3.0 2.1 -0.82
N -8.3605 1.2430 -0.7655 -4.5 0.4 0.0 -0.80
H -7.0191 -0.6058 0.0525 0.2 0.3 0.1 0.40
H -5.5195 0.1960 -0.2168 -0.2 -0.2 -0.1 0.41
H -8.8241 1.7914 -1.4756 -0.4 -0.3 0.4 0.40
H -8.8204 0.4818 -0.2867 -0.4 0.5 -0.2 0.39
C 3.9893 -5.3233 1.2817 2.6 -1.8 3.0 0.73
O 4.9743 -5.9818 1.4589 1.7 -2.1 0.7 -0.66
N 3.1001 -5.0039 2.1677 -3.6 0.5 4.4 -0.82
N 3.7571 -4.7156 0.2118 -1.1 4.3 -8.1 -0.80
H 3.0303 -5.4427 3.0747 0.3 0.0 -0.3 0.41
H 2.3441 -4.3809 1.9217 0.1 -0.4 0.2 0.38
H 4.4768 -4.6609 -0.4947 0.0 -0.3 0.3 0.40
H 3.2003 -3.8737 0.2477 0.0 -0.2 -0.2 0.37
C 3.0404 5.4158 -3.5525 -3.0 3.8 -1.7 0.75
O 1.8423 5.3357 -3.7162 -2.3 -0.2 -0.8 -0.73
N 3.7548 4.5389 -3.0506 3.3 -7.2 3.5 -0.80
N 3.7796 6.4535 -3.8418 0.9 3.4 -1.2 -0.82
H 3.2393 3.6842 -2.8960 0.7 -0.2 0.7 0.41
H 4.6192 4.7748 -2.5844 -0.3 -0.7 0.0 0.40
H 4.7706 6.3093 -3.7109 -0.2 1.0 -0.6 0.39
H 3.3279 7.2400 -4.2862 0.7 0.0 0.2 0.41

| no. | molecular weight (g/mol) |
| --- | --- |
| 1 | 231.17 |
| 2 | 489.46 |
| 3 | 470.47 |